Entry 1:
{"formula": "C36H58N5O12", "method": "the ωB97M-V functional and the def2-TZVPD basis", "energy_ev": -70281.4381, "charge": 1, "gap_ha": 0.2451, "species": ["C", "C", "N", "N", "C", "N", "N", "C", "N", "C", "C", "C", "C", "C", "C", "C", "C", "H", "H", "H", "H", "H", "H", "H", "H", "H", "H", "H", "H", "H", "H", "H", "H", "H", "H", "H", "H", "H", "H", "O", "C", "O", "C", "C", "C", "H", "H", "H", "H", "H", "H", "O", "C", "O", "C", "C", "C", "H", "H", "H", "H", "H", "H", "O", "C", "O", "C", "C", "C", "H", "H", "H", "H", "H", "H", "O", "C", "O", "C", "C", "C", "H", "H", "H", "H", "H", "H", "O", "C", "O", "C", "C", "C", "H", "H", "H", "H", "H", "H", "O", "C", "O", "C", "C", "C", "H", "H", "H", "H", "H", "H"], "xyz": [[0.043, -2.202, -4.215], [-1.065, -1.758, -3.135], [-1.135, -0.264, -2.934], [-0.327, 0.125, -1.840], [-0.047, 1.570, -1.880], [-1.123, 2.389, -1.975], [1.353, 1.977, -1.810], [1.888, 1.996, -0.413], [1.972, 0.593, 0.104], [1.642, 3.235, -2.567], [2.901, 2.898, -3.526], [4.352, 3.367, -3.238], [5.436, 2.892, -4.276], [5.121, 2.015, -5.512], [3.649, 1.557, -5.786], [2.574, 2.023, -4.777], [1.060, 1.527, -5.041], [1.023, -1.615, -4.153], [0.263, -3.325, -4.017], [-0.407, -2.135, -5.274], [-0.861, -2.329, -2.163], [-2.091, -2.072, -3.559], [-2.103, -0.063, -2.626], [0.592, -0.358, -1.939], [-1.512, 2.880, -1.152], [-1.558, 2.458, -2.917], [2.980, 2.369, -0.492], [1.336, 2.706, 0.294], [2.768, 0.086, -0.301], [1.992, 0.613, 1.131], [1.973, 4.076, -1.848], [0.776, 3.644, -3.181], [4.603, 4.004, -2.330], [6.511, 3.227, -4.040], [5.905, 1.638, -6.254], [3.333, 0.916, -6.670], [0.911, 0.621, -4.340], [0.292, 2.356, -4.804], [0.880, 1.250, -6.138], [-2.374, 4.032, 1.146], [-2.572, 3.069, 1.856], [-1.979, 2.874, 3.059], [-2.353, 1.588, 3.575], [-3.640, 1.239, 2.870], [-3.464, 1.903, 1.521], [-1.551, 0.877, 3.355], [-2.483, 1.648, 4.656], [-3.820, 0.165, 2.810], [-4.486, 1.694, 3.394], [-2.947, 1.251, 0.811], [-4.416, 2.241, 1.111], [1.202, -0.206, 3.916], [2.142, -0.960, 3.893], [2.046, -2.306, 4.056], [3.360, -2.877, 4.082], [4.243, -1.873, 3.379], [3.581, -0.557, 3.728], [3.653, -3.031, 5.125], [3.351, -3.842, 3.572], [5.289, -1.933, 3.682], [4.195, -2.032, 2.296], [3.951, -0.155, 4.674], [3.696, 0.174, 2.927], [-2.129, 6.465, -2.857], [-2.064, 7.065, -1.812], [-2.187, 8.414, -1.700], [-1.950, 8.801, -0.342], [-2.213, 7.558, 0.477], [-1.794, 6.452, -0.466], [-0.915, 9.146, -0.253], [-2.620, 9.619, -0.070], [-1.681, 7.549, 1.429], [-3.284, 7.474, 0.689], [-0.727, 6.229, -0.383], [-2.387, 5.553, -0.318], [-4.228, -1.277, 4.176], [-4.020, -2.320, 3.606], [-4.905, -2.912, 2.758], [-4.389, -4.183, 2.345], [-2.896, -4.093, 2.557], [-2.790, -3.172, 3.754], [-4.850, -4.962, 2.959], [-4.644, -4.360, 1.299], [-2.423, -5.065, 2.708], [-2.426, -3.621, 1.688], [-2.848, -3.719, 4.693], [-1.886, -2.566, 3.716], [1.043, -5.437, -4.625], [1.400, -5.274, -5.767], [2.537, -4.621, -6.126], [2.594, -4.515, -7.554], [1.701, -5.618, -8.070], [0.643, -5.713, -6.991], [2.239, -3.522, -7.845], [3.626, -4.634, -7.890], [1.297, -5.416, -9.064], [2.261, -6.557, -8.118], [-0.183, -5.019, -7.168], [0.273, -6.732, -6.879], [-1.285, -3.808, 5.908], [-1.215, -3.207, 6.952], [-1.335, -1.858, 7.060], [-1.093, -1.466, 8.416], [-1.356, -2.705, 9.240], [-0.941, -3.816, 8.300], [-0.058, -1.122, 8.500], [-1.761, -0.646, 8.686], [-0.820, -2.711, 10.191], [-2.426, -2.787, 9.456], [0.125, -4.040, 8.379], [-1.537, -4.716, 8.453]], "lowdin_charge": [-0.098, -0.227, -0.089, 0.067, -0.215, 0.171, -0.066, -0.216, 0.020, -0.141, -0.113, -0.016, -0.067, -0.055, -0.021, -0.160, -0.077, 0.070, 0.072, 0.088, 0.122, 0.132, 0.122, 0.132, 0.129, 0.144, 0.137, 0.149, 0.086, 0.063, 0.134, 0.120, 0.095, 0.092, 0.093, 0.097, 0.050, 0.074, 0.091, 0.072, -0.460, 0.043, -0.139, -0.156, -0.079, 0.125, 0.136, 0.088, 0.134, 0.122, 0.132, 0.103, -0.485, 0.034, -0.157, -0.161, -0.085, 0.132, 0.131, 0.122, 0.119, 0.139, 0.115, 0.096, -0.478, 0.033, -0.161, -0.158, -0.106, 0.128, 0.129, 0.122, 0.126, 0.133, 0.087, 0.091, -0.457, 0.032, -0.163, -0.154, -0.089, 0.130, 0.125, 0.123, 0.116, 0.110, 0.130, 0.092, -0.482, 0.027, -0.163, -0.162, -0.079, 0.127, 0.129, 0.122, 0.125, 0.133, 0.132, 0.087, -0.453, 0.037, -0.160, -0.162, -0.077, 0.129, 0.129, 0.121, 0.124, 0.136, 0.131]}

Entry 2:
{"formula": "C9H11MnN3O4", "method": "the ωB97M-V functional and the def2-TZVPD basis", "spin_multiplicity": 6, "energy_ev": -53491.1218, "de_lowest_kcal_mol": 0.00, "gap_ha": [0.3218, 0.3307], "species": ["Mn", "O", "N", "N", "O", "C", "C", "C", "C", "C", "C", "H", "H", "H", "H", "H", "N", "C", "C", "C", "O", "O", "H", "H", "H", "H", "H", "H"], "xyz": [[-0.062, 0.059, -2.180], [1.780, -0.772, -1.953], [2.221, -0.908, -0.753], [1.411, -0.518, 0.142], [0.219, -0.047, -0.123], [1.824, -0.623, 1.526], [0.857, -0.479, 2.501], [1.234, -0.589, 3.833], [2.555, -0.835, 4.172], [3.513, -0.962, 3.172], [3.156, -0.852, 1.839], [-0.163, -0.274, 2.215], [0.487, -0.477, 4.608], [2.843, -0.920, 5.211], [4.549, -1.138, 3.428], [3.891, -0.938, 1.054], [-2.132, -0.740, -2.144], [-3.145, 0.286, -2.523], [-2.767, 1.678, -2.019], [-1.735, 2.346, -2.922], [-2.055, 3.283, -3.622], [-0.544, 1.804, -2.912], [-2.322, -1.602, -2.644], [-2.233, -0.968, -1.158], [-4.123, -0.008, -2.139], [-3.207, 0.289, -3.612], [-2.394, 1.606, -0.992], [-3.659, 2.301, -2.004]], "mulliken_spin": [4.833, 0.022, -0.010, -0.005, 0.062, -0.006, 0.006, -0.001, 0.002, -0.001, 0.003, 0.004, 0.000, 0.000, 0.000, -0.001, 0.024, -0.023, 0.012, 0.001, 0.013, 0.053, 0.005, -0.001, 0.003, 0.000, 0.005, 0.000]}

Entry 3:
{"formula": "C64H72AsKN5SSbTe", "method": "the ωB97M-V functional and the def2-TZVPD basis", "energy_ev": -176818.8357, "charge": -2, "gap_ha": 0.1782, "species": ["K", "C", "C", "C", "C", "C", "C", "N", "Sb", "C", "C", "C", "C", "C", "C", "N", "C", "C", "C", "C", "C", "C", "N", "H", "H", "H", "H", "H", "H", "H", "H", "H", "H", "H", "H", "H", "H", "H", "H", "H", "H", "C", "C", "C", "C", "C", "C", "As", "N", "C", "C", "C", "C", "C", "C", "C", "C", "C", "C", "C", "C", "C", "C", "C", "C", "C", "C", "H", "H", "H", "H", "H", "H", "H", "H", "H", "H", "H", "H", "H", "H", "H", "H", "H", "H", "H", "H", "H", "H", "H", "H", "H", "H", "H", "Te", "C", "C", "C", "C", "S", "H", "H", "H", "C", "C", "C", "C", "C", "C", "C", "C", "N", "C", "C", "C", "C", "C", "C", "C", "C", "C", "C", "H", "H", "H", "H", "H", "H", "H", "H", "H", "H", "H", "H", "H", "H", "H", "H", "H", "H", "H", "H", "H", "H", "H", "H"], "xyz": [[-0.082, -0.439, 0.463], [2.987, -1.847, 0.215], [3.028, -1.127, 1.496], [4.224, -0.625, 2.020], [4.202, 0.106, 3.187], [2.987, 0.279, 3.841], [1.855, -0.282, 3.274], [1.864, -0.930, 2.132], [0.083, -0.384, 4.486], [-0.349, -2.416, 3.939], [-0.729, -3.332, 4.908], [-1.021, -4.626, 4.498], [-0.897, -4.940, 3.161], [-0.448, -3.968, 2.261], [-0.252, -4.270, 0.830], [-0.190, -2.728, 2.675], [-1.468, 0.632, 3.374], [-2.094, 1.678, 4.032], [-3.134, 2.334, 3.398], [-3.526, 1.886, 2.151], [-2.876, 0.790, 1.582], [-3.375, 0.191, 0.317], [-1.848, 0.204, 2.190], [3.920, -2.360, -0.007], [2.792, -1.102, -0.608], [2.156, -2.543, 0.187], [5.156, -0.823, 1.512], [5.112, 0.518, 3.605], [2.919, 0.820, 4.777], [-0.810, -3.030, 5.947], [-1.333, -5.376, 5.214], [-1.142, -5.931, 2.806], [-0.308, -5.340, 0.645], [0.694, -3.877, 0.474], [-1.045, -3.747, 0.251], [-1.753, 1.970, 5.018], [-3.635, 3.165, 3.878], [-4.332, 2.372, 1.626], [-3.957, 0.917, -0.242], [-3.996, -0.671, 0.565], [-2.561, -0.194, -0.290], [4.932, 3.479, -5.088], [4.401, 3.411, -3.684], [5.013, 2.628, -2.717], [4.451, 2.472, -1.460], [5.125, 1.538, -0.494], [3.252, 3.115, -1.123], [2.322, 2.443, 0.525], [0.632, 2.242, -0.016], [-0.438, 3.037, -0.069], [-0.635, 4.248, 0.641], [-1.824, 4.935, 0.597], [-2.874, 4.501, -0.199], [-2.689, 3.352, -0.961], [-1.522, 2.636, -0.892], [2.577, 4.020, 1.827], [1.837, 3.960, 3.018], [0.809, 2.899, 3.255], [2.002, 4.893, 4.033], [2.922, 5.919, 3.931], [3.103, 6.945, 5.015], [3.689, 5.962, 2.776], [3.540, 5.041, 1.747], [4.473, 5.196, 0.577], [2.703, 3.993, -2.059], [1.493, 4.812, -1.738], [3.265, 4.116, -3.323], [5.848, 2.899, -5.186], [5.133, 4.509, -5.390], [4.194, 3.064, -5.776], [5.925, 2.095, -2.961], [6.187, 1.443, -0.724], [4.656, 0.555, -0.578], [5.008, 1.876, 0.537], [0.184, 4.641, 1.232], [-1.937, 5.843, 1.185], [-3.806, 5.052, -0.236], [-3.482, 3.021, -1.625], [-1.380, 1.750, -1.499], [0.979, 2.051, 2.598], [-0.193, 3.279, 3.055], [0.844, 2.561, 4.293], [1.394, 4.806, 4.927], [2.576, 6.655, 5.923], [2.716, 7.914, 4.692], [4.160, 7.074, 5.253], [4.437, 6.743, 2.680], [5.214, 5.970, 0.785], [3.933, 5.473, -0.327], [4.998, 4.266, 0.372], [1.447, 5.046, -0.677], [0.588, 4.261, -1.991], [1.492, 5.746, -2.302], [2.789, 4.761, -4.053], [1.750, 0.464, -2.295], [2.735, -0.725, -3.732], [3.978, -1.296, -3.682], [4.420, -1.880, -4.885], [3.514, -1.764, -5.890], [2.098, -0.929, -5.343], [4.575, -1.283, -2.783], [5.381, -2.362, -5.005], [3.573, -2.103, -6.908], [-6.325, -5.886, 0.722], [-5.299, -4.819, 1.005], [-5.294, -4.164, 2.232], [-4.313, -3.203, 2.483], [-4.266, -2.448, 3.788], [-3.382, -2.912, 1.519], [-3.403, -3.479, 0.214], [-4.389, -4.486, 0.024], [-2.490, -3.007, -0.627], [-2.498, -3.224, -2.047], [-1.438, -2.266, -2.623], [-1.370, -2.351, -4.144], [-1.007, -3.774, -4.559], [-2.062, -4.739, -4.023], [-3.425, -4.377, -4.610], [-3.784, -2.947, -4.208], [-2.727, -1.982, -4.739], [-3.850, -2.845, -2.688], [-2.112, -4.651, -2.499], [-6.794, -6.229, 1.645], [-5.873, -6.745, 0.224], [-7.107, -5.499, 0.065], [-6.050, -4.389, 2.977], [-5.069, -2.749, 4.462], [-4.358, -1.374, 3.606], [-3.312, -2.609, 4.290], [-2.611, -2.178, 1.718], [-4.441, -5.032, -0.907], [-0.466, -2.507, -2.188], [-1.692, -1.249, -2.320], [-0.605, -1.658, -4.508], [-0.027, -4.031, -4.156], [-0.952, -3.845, -5.650], [-1.805, -5.767, -4.319], [-4.189, -5.070, -4.242], [-3.397, -4.465, -5.702], [-4.766, -2.690, -4.633], [-2.988, -0.960, -4.456], [-2.687, -2.032, -5.832], [-4.638, -3.495, -2.309], [-4.091, -1.822, -2.387], [-1.131, -4.892, -2.084], [-2.825, -5.377, -2.107]], "lowdin_charge": [0.453, -0.078, -0.343, -0.052, -0.073, -0.142, -0.491, -0.011, 1.495, -0.470, -0.156, -0.085, -0.026, -0.317, -0.027, 0.077, -0.467, -0.162, -0.060, -0.015, -0.327, -0.031, -0.001, 0.084, -0.049, 0.052, 0.107, 0.103, 0.084, 0.078, 0.098, 0.108, 0.080, 0.061, 0.053, 0.080, 0.104, 0.109, 0.075, 0.084, 0.038, -0.059, -0.279, -0.033, -0.375, -0.103, -0.392, 1.263, -0.342, -0.456, -0.086, -0.128, -0.159, -0.140, -0.078, -0.233, -0.301, -0.111, -0.031, -0.290, -0.068, -0.041, -0.264, -0.048, -0.323, -0.048, -0.031, 0.066, 0.069, 0.079, 0.109, 0.075, 0.049, 0.042, 0.081, 0.091, 0.075, 0.096, 0.086, 0.009, 0.076, 0.059, 0.111, 0.065, 0.073, 0.070, 0.105, 0.069, 0.076, 0.066, 0.057, 0.084, 0.079, 0.114, 0.877, -0.998, -0.296, -0.252, -0.469, 0.860, 0.078, 0.083, 0.034, -0.078, -0.318, -0.072, -0.294, -0.044, -0.045, -0.320, -0.018, 0.034, -0.472, -0.102, -0.292, -0.125, -0.301, -0.133, -0.302, -0.123, -0.084, -0.080, 0.059, 0.066, 0.069, 0.086, 0.064, 0.070, 0.053, 0.085, 0.082, 0.112, 0.103, 0.097, 0.119, 0.113, 0.130, 0.113, 0.110, 0.131, 0.118, 0.112, 0.101, 0.124, 0.117, 0.103]}